# 1
Molecular formula: H8O4
Method: DFT, wB97M-V/def2-TZVPD

The geometry in XYZ format:
```
12
Properties=species:S:1:pos:R:3:forces:R:3:mulliken_charge:R:1
O -2.158820 1.515879 0.659403 0.1018 -0.1212 0.1257 -0.642
H -2.570960 1.881104 -0.123534 -0.0228 -0.0102 -0.3229 0.295
H -2.517855 2.030841 1.382008 -0.0543 0.0998 0.2618 0.304
O 0.328570 0.135827 0.631217 0.3062 -0.1784 0.1319 -0.809
H -0.513073 0.566778 0.780039 -0.7025 0.5763 -0.1481 0.357
H 0.565983 -0.228071 1.484119 0.1521 -0.2213 0.2413 0.354
O -0.505587 -2.024934 -0.952890 -0.2491 -0.5166 -0.2367 -0.646
H -0.222233 -1.205068 -0.548225 0.1803 0.4138 0.3608 0.397
H 0.062655 -2.124515 -1.716699 0.0658 -0.0765 -0.2175 0.320
O 2.754129 0.092020 -0.665054 0.5865 0.0376 -0.2767 -0.641
H 2.856038 -0.858179 -0.719677 0.0932 -0.2000 -0.0460 0.295
H 1.921153 0.218319 -0.210707 -0.4572 0.1967 0.1263 0.415
```
Forces are in eV/Å.

F_max = 0.01790 hartree/bohr
energy above the lowest of the compared OMol25 structures with the same formula, charge and spin = 60.7 kJ/mol
HOMO level = -10.882 eV
net charge = 0
E_tot = -305.7561 Ha
multiplicity = 1
LUMO energy = 0.01136 Ha
SMILES = O.O.O.O

# 2
Molecular formula: H8O4
Method: DFT, wB97M-V/def2-TZVPD

The geometry in XYZ format:
```
12
Properties=species:S:1:pos:R:3:forces:R:3:mulliken_charge:R:1
O 0.272047 0.293022 -0.290498 -1.5486 -14.4960 -10.6863 -0.496
H -0.525933 0.206453 -0.811998 -0.6846 -0.0578 -0.9307 0.418
H 0.480917 -0.601437 -0.021138 0.8191 -0.1591 -0.0504 0.254
O -1.737323 -0.299887 -1.913617 -0.1355 -0.1220 0.1002 -0.714
H -1.637703 -0.004297 -2.818568 0.1543 0.0585 -0.3305 0.329
H -2.552883 0.104363 -1.617508 -0.3784 0.0814 0.1129 0.338
O 1.829007 -1.527237 1.294863 -0.0884 -0.3741 -0.3389 -0.658
H 0.903107 -1.422647 1.513942 -0.1452 -0.1320 0.5435 0.311
H 2.291247 -1.005277 1.950702 0.1519 0.3109 0.1064 0.339
O 0.418057 1.758253 0.882162 0.8113 9.5264 8.0277 -0.882
H 0.370287 1.067132 0.221633 1.1271 4.9819 3.1036 0.563
H -0.110833 1.431562 1.610022 -0.0829 0.3820 0.3425 0.199
```
Forces are in eV/Å.

F_max = 0.35152 hartree/bohr
energy above the lowest of the compared OMol25 structures with the same formula, charge and spin = 481.1 kJ/mol
HOMO level = -8.774 eV
net charge = 0
E_tot = -305.5960 Ha
multiplicity = 1
LUMO energy = 0.00833 Ha

# 3
Molecular formula: H8O4
Method: DFT, wB97M-V/def2-TZVPD

The geometry in XYZ format:
```
12
Properties=species:S:1:pos:R:3:forces:R:3:mulliken_charge:R:1
O -1.132354 0.876760 -0.236145 -1.8178 0.6011 -0.6835 -0.438
H -0.913680 0.047960 -0.784393 0.3349 -1.1755 -2.6268 0.412
O -0.420022 -0.962811 -1.656271 0.1387 -0.1999 1.5793 -1.004
H 0.636426 -0.745886 -0.660276 -0.5359 0.5609 -1.9409 0.381
H -0.370433 -1.021639 -2.611623 0.1576 0.2357 0.2190 0.218
O 1.400253 -0.335224 -0.052410 0.7602 -2.0563 0.0714 -0.502
H 1.611456 -1.183969 0.371404 0.7737 0.1028 0.0574 0.430
H 1.043653 0.210938 0.805867 -0.7955 1.4166 1.2295 0.398
O 0.328953 0.985349 1.692369 0.8427 -0.0885 -1.9634 -0.979
H -0.475493 0.831698 0.528549 0.1064 0.7844 2.5782 0.410
H 0.331142 0.597997 2.544939 -0.2268 -0.5588 1.1071 0.257
H -2.039904 0.698831 0.057986 0.2619 0.3776 0.3727 0.417
```
Forces are in eV/Å.

F_max = 0.05634 hartree/bohr
energy above the lowest of the compared OMol25 structures with the same formula, charge and spin = 257.0 kJ/mol
HOMO level = -9.989 eV
net charge = 0
E_tot = -305.6813 Ha
multiplicity = 1
LUMO energy = 0.02216 Ha

# 4
Molecular formula: H8O4
Method: DFT, wB97M-V/def2-TZVPD

The geometry in XYZ format:
```
12
Properties=species:S:1:pos:R:3:forces:R:3:mulliken_charge:R:1
O -1.371996 -9.561962 -3.925743 -1.4026 0.0320 -0.9992 -0.613
H -0.813957 -9.831123 -3.241720 1.0189 -1.2217 2.0931 0.303
H -0.810312 -8.908252 -4.298583 0.3813 1.1924 -1.0937 0.311
H 2.250072 2.901619 3.843860 -0.9697 0.4804 0.1518 0.324
O 1.547514 3.572720 4.005017 -0.7625 -3.7860 -0.5616 -0.618
H 2.036324 4.328527 4.093499 1.7387 3.3028 0.4107 0.294
O 0.327176 -2.675902 -3.775404 0.4919 -1.6108 -1.7013 -0.631
H -0.019513 -2.103994 -3.138160 -0.5737 1.4159 1.5280 0.311
H 1.277077 -2.564309 -3.813715 0.0835 0.1923 0.1730 0.319
O -0.913703 8.557521 3.567983 1.1394 0.4189 -0.2252 -0.631
H -0.554446 8.076453 4.312633 -0.3948 -0.4807 0.5200 0.313
H -0.077167 8.962059 3.267363 -0.7503 0.0645 -0.2956 0.318
```
Forces are in eV/Å.

F_max = 0.07589 hartree/bohr
energy above the lowest of the compared OMol25 structures with the same formula, charge and spin = 148.9 kJ/mol
HOMO level = -11.644 eV
net charge = 0
E_tot = -305.7225 Ha
multiplicity = 1
LUMO energy = 0.02283 Ha
SMILES = O.O.O.O

# 5
Molecular formula: H8O4
Method: DFT, wB97M-V/def2-TZVPD

The geometry in XYZ format:
```
12
Properties=species:S:1:pos:R:3:forces:R:3:mulliken_charge:R:1
O 15.851204 5.892458 11.256671 0.2206 0.1631 0.1084 -0.626
H 15.005295 6.027148 10.829454 -0.1937 0.0812 -0.0780 0.301
H 16.034278 4.960452 11.138045 0.0199 -0.3048 -0.0102 0.327
O 14.484653 1.200445 11.038787 0.0796 0.2534 -0.0163 -0.640
H 14.412110 0.609370 10.289390 0.0033 -0.1282 -0.2202 0.320
H 14.138943 0.697005 11.775856 -0.0754 -0.0921 0.2295 0.321
O 10.212699 6.021264 9.061552 -0.2006 0.0236 -0.0290 -0.632
H 10.925680 6.491274 8.629133 0.1391 0.1547 -0.1462 0.316
H 10.651958 5.413642 9.656606 0.0570 -0.1815 0.1735 0.316
O 19.686669 6.190985 12.594429 0.1471 -0.0049 0.2039 -0.646
H 18.758157 6.047940 12.411027 -0.3296 0.0324 -0.0221 0.329
H 20.114541 6.112738 11.741778 0.1327 0.0030 -0.1933 0.314
```
Forces are in eV/Å.

F_max = 0.00645 hartree/bohr
energy above the lowest of the compared OMol25 structures with the same formula, charge and spin = 109.6 kJ/mol
HOMO level = -11.361 eV
net charge = 0
E_tot = -305.7375 Ha
multiplicity = 1
LUMO energy = 0.00890 Ha
SMILES = O.O.O.O

# 6
Molecular formula: H8O4
Method: DFT, wB97M-V/def2-TZVPD

The geometry in XYZ format:
```
12
Properties=species:S:1:pos:R:3:forces:R:3:mulliken_charge:R:1
O -7.491753 4.073328 17.162888 -2.1486 -1.1056 -0.6797 -0.665
H -7.576907 4.262143 16.229017 -0.5415 -0.2186 -0.5389 0.336
H -6.670932 4.443197 17.316838 2.8280 1.1207 1.1539 0.313
O -11.523006 4.439389 15.675242 0.7536 2.6885 0.1259 -0.665
H -11.699032 3.547431 15.866479 -0.1897 -1.5340 0.8462 0.296
H -11.136397 4.935311 16.453928 -0.4525 -1.0895 -1.0113 0.370
O -8.551875 8.513231 16.053087 0.4478 -0.3267 2.2154 -0.623
H -8.574334 7.891481 15.353324 -0.2493 -0.2235 -1.4045 0.318
H -8.716226 9.411225 15.810544 -0.2195 0.4312 -0.7957 0.306
O -9.666365 5.767450 17.507683 -1.4389 -1.8468 0.3078 -0.663
H -9.088737 4.990223 17.622470 0.1135 0.7171 -0.0475 0.400
H -9.148252 6.532849 17.394537 1.0970 1.3872 -0.1717 0.277
```
Forces are in eV/Å.

F_max = 0.06327 hartree/bohr
energy above the lowest of the compared OMol25 structures with the same formula, charge and spin = 100.2 kJ/mol
HOMO level = -10.695 eV
net charge = 0
E_tot = -305.7410 Ha
multiplicity = 1
LUMO energy = 0.01451 Ha
SMILES = O.O.O.O

# 7
Molecular formula: H8O4
Method: DFT, wB97M-V/def2-TZVPD

The geometry in XYZ format:
```
12
Properties=species:S:1:pos:R:3:forces:R:3:mulliken_spin:R:1
O -2.435639 -1.379993 -0.381241 0.2244 0.2140 0.9318 0.382
H -3.171346 -1.685952 -0.911677 -0.7503 -0.3987 -0.2874 -0.010
H -1.778768 -1.102034 -1.019579 0.7677 0.2638 -0.3433 -0.012
O 2.249591 2.423126 -1.065660 -0.2194 -0.4995 0.2779 0.000
H 1.806704 3.268673 -0.994002 -0.0500 0.3469 0.0465 0.000
H 2.234918 2.223089 -2.001618 0.1635 0.0602 -0.3443 0.000
O -0.522963 -1.259340 2.249973 -0.8267 0.5533 -0.1743 0.547
H 0.122106 -1.457667 1.571164 0.6283 0.0191 -1.2795 -0.016
H -0.261857 -1.800980 2.994751 0.0760 -0.5372 1.0399 -0.015
O 0.367760 -0.053182 -0.053528 -0.6128 -0.7401 0.2662 0.131
H 0.455514 0.768806 0.429028 0.0694 0.5905 0.1505 -0.004
H 0.933979 0.055453 -0.817610 0.5298 0.1276 -0.2839 -0.005
```
Forces are in eV/Å.

F_max = 0.02772 hartree/bohr
energy above the lowest of the compared OMol25 structures with the same formula, charge and spin = 79.7 kJ/mol
HOMO level (alpha / beta) = -15.065 / -15.059 eV
net charge = +1
E_tot = -305.3371 Ha
multiplicity = 2
LUMO energy (alpha / beta) = -0.12498 / -0.41438 Ha

# 8
Molecular formula: H9O4
Method: DFT, wB97M-V/def2-TZVPD

The geometry in XYZ format:
```
13
Properties=species:S:1:pos:R:3:forces:R:3:mulliken_spin:R:1
O -2.345916 0.219569 -0.276067 -0.6485 -0.2899 -0.1550 0.784
H -2.634190 -0.659721 0.049619 0.1914 0.2265 0.0217 -0.190
H -3.058290 0.879752 -0.140784 0.1258 0.0891 0.0381 -0.105
O 1.445162 -1.153617 -0.950752 -0.3959 -0.2958 0.1607 0.440
H 2.261535 -1.432717 -1.367109 0.1651 0.0591 -0.0090 -0.133
H 0.551451 0.071892 -0.856207 -0.1165 0.7151 -0.2647 -0.008
O 1.064762 -0.306668 1.545372 0.0143 -1.1584 -0.0070 0.313
H 1.508184 0.125975 2.268280 0.0302 0.4674 0.0911 -0.131
H 1.528139 -1.193137 0.027841 0.4136 -0.1249 -0.0582 -0.016
O -0.000468 0.791479 -0.349511 -0.7763 0.3889 -0.9698 -0.488
H 0.232687 1.768572 -0.548219 -0.1049 -0.2765 -0.2022 0.412
H 0.594816 0.298012 0.918300 0.5092 0.2080 1.3969 -0.020
H -1.147871 0.590607 -0.320765 0.5924 -0.0086 -0.0425 0.142
```
Forces are in eV/Å.

F_max = 0.02920 hartree/bohr
energy above the lowest of the compared OMol25 structures with the same formula, charge and spin = 47.5 kJ/mol
HOMO level (alpha / beta) = -3.470 / -11.563 eV
net charge = 0
E_tot = -306.2038 Ha
multiplicity = 2
LUMO energy (alpha / beta) = 0.01842 / 0.01586 Ha

# 9
Molecular formula: H9O4
Method: DFT, wB97M-V/def2-TZVPD

The geometry in XYZ format:
```
13
Properties=species:S:1:pos:R:3:forces:R:3:mulliken_charge:R:1
O -1.403011 1.769461 0.295772 -0.0307 0.0583 0.0997 -0.652
H -1.356980 2.057073 1.212968 -0.0355 0.0222 0.1082 0.313
H -1.925717 2.449131 -0.143140 -0.0577 -0.0935 -0.1274 0.316
O 1.775796 1.260719 0.503066 0.2463 0.1990 0.2320 -0.562
H 2.089750 2.022598 -0.001470 -0.1275 -0.1467 -0.0207 0.325
H 2.433861 1.052603 1.178910 -0.0506 0.0235 -0.0905 0.332
O -0.393193 -2.713514 -0.869723 -0.0326 -0.2255 0.0247 -0.596
H -1.268911 -2.932348 -1.203002 -0.0634 -0.0426 -0.0413 0.310
H 0.110455 -3.537476 -0.843713 -0.0121 0.1573 0.0731 0.318
O 0.067952 -0.386418 -0.071824 -1.8193 0.2306 0.1798 -0.501
H 0.794680 0.349488 0.168214 0.3248 -0.6791 -0.1935 0.491
H -0.088088 -1.375453 -0.254014 1.1699 -0.1934 -0.2449 0.526
H -0.836596 -0.015861 0.027961 0.4884 0.6900 0.0007 0.380
```
Forces are in eV/Å.

F_max = 0.03583 hartree/bohr
energy above the lowest of the compared OMol25 structures with the same formula, charge and spin = 49.3 kJ/mol
HOMO level = -16.067 eV
net charge = +1
E_tot = -306.1077 Ha
multiplicity = 1
LUMO energy = -0.11403 Ha

# 10
Molecular formula: H9O4
Method: DFT, wB97M-V/def2-TZVPD

The geometry in XYZ format:
```
13
Properties=species:S:1:pos:R:3:forces:R:3:mulliken_charge:R:1
O -0.307521 0.537544 -0.299160 -0.6001 0.2922 1.4440 -0.484
H -0.849715 -0.148382 -0.786683 0.5644 -0.2627 -0.6935 0.467
H -0.456581 0.324292 0.717331 0.2383 0.3781 -0.3808 0.509
H 0.694773 0.705842 -0.422362 -0.1347 -0.3629 -0.1752 0.446
O 2.167536 1.048542 -0.145365 -0.5233 -0.0654 0.0022 -0.708
H 2.288682 2.004189 -0.192489 0.2699 0.0297 -0.0693 0.363
H 2.778350 0.631700 -0.759120 0.3088 0.1058 -0.0825 0.362
O -0.593243 -0.084641 2.172087 -0.2441 0.4725 -0.7337 -0.710
H 0.286308 -0.285052 2.510862 -0.1419 -0.4282 0.2367 0.373
H -1.142748 -0.875583 2.100354 0.3391 -0.2055 0.5368 0.381
O -1.356688 -1.424954 -1.625154 0.5187 0.3782 -0.5832 -0.706
H -0.990936 -1.290287 -2.517658 0.0358 -0.1755 0.3308 0.355
H -2.269249 -1.639901 -1.809247 -0.6308 -0.1563 0.1677 0.351
```
Forces are in eV/Å.

F_max = 0.03094 hartree/bohr
energy above the lowest of the compared OMol25 structures with the same formula, charge and spin = 35.9 kJ/mol
HOMO level = -16.929 eV
net charge = +1
E_tot = -306.1128 Ha
multiplicity = 1
LUMO energy = -0.12297 Ha

# 11
Molecular formula: H9O4
Method: DFT, wB97M-V/def2-TZVPD

The geometry in XYZ format:
```
13
Properties=species:S:1:pos:R:3:forces:R:3:mulliken_charge:R:1
O 0.264351 -0.198653 0.845389 -0.5465 -0.7243 -1.2178 -0.425
H 0.836554 0.073786 0.045538 -0.1381 0.3062 0.0157 0.483
H -0.522492 0.390102 0.762037 0.2076 0.9503 0.1875 0.488
H -0.100036 -1.087060 0.505768 0.5762 -0.5794 1.0705 0.462
O -0.811723 2.206751 0.525137 -0.1277 -0.4370 -0.1897 -0.675
H -0.937793 2.503102 1.434395 -0.1503 0.3199 -0.1214 0.330
H -1.524624 2.576227 -0.018218 0.1317 0.0270 0.3985 0.335
O -0.048170 -2.715216 0.442198 -0.0307 0.2975 -0.4618 -0.660
H -0.358532 -3.449975 0.981390 -0.0596 0.0347 0.0726 0.324
H 0.034023 -3.040238 -0.460906 -0.0090 -0.2749 0.0552 0.334
O 1.199778 0.651566 -1.447885 0.0221 0.0198 0.3738 -0.694
H 0.770603 0.480864 -2.294074 0.0600 0.0039 -0.0009 0.343
H 1.198060 1.608743 -1.320770 0.0643 0.0562 -0.1822 0.355
```
Forces are in eV/Å.

F_max = 0.02953 hartree/bohr
energy above the lowest of the compared OMol25 structures with the same formula, charge and spin = 57.2 kJ/mol
HOMO level = -16.780 eV
net charge = +1
E_tot = -306.1047 Ha
multiplicity = 1
LUMO energy = -0.12708 Ha

# 12
Molecular formula: H9O4S
Method: DFT, wB97M-V/def2-TZVPD

The geometry in XYZ format:
```
14
Properties=species:S:1:pos:R:3:forces:R:3:mulliken_charge:R:1
S 0.875583 -0.790960 -0.173812 -0.0752 -0.0140 0.2349 -0.907
H 0.669617 -1.031301 1.141434 -0.0063 0.0608 -0.2724 0.062
H -1.381136 -0.409304 -0.985682 0.0004 -0.1178 -0.0057 0.256
H -1.977413 0.963334 -0.964359 -0.1515 -0.0631 -0.0333 0.392
O -2.237037 0.044247 -1.137541 0.2789 0.2240 -0.0120 -0.728
H 3.064794 -0.120068 0.239816 -0.0628 0.0104 -0.0434 0.312
H 4.354894 -0.780813 -0.166876 0.1532 -0.3788 -0.2223 0.290
O 4.037939 -0.009141 0.292663 -0.1012 0.3765 0.2479 -0.632
H -2.382658 -0.970150 1.707118 -0.5228 0.1052 -0.2392 0.295
H -3.025925 -0.518006 0.416123 0.1093 0.1969 -0.4925 0.445
O -3.255868 -0.799365 1.311115 0.3613 -0.3307 0.8373 -0.692
H 0.348562 2.780702 0.167070 -0.0560 -0.0124 -0.0194 0.260
H 0.113143 1.319302 -0.239739 -0.0612 0.2099 0.0311 0.274
O -0.293167 2.226246 -0.285958 0.1340 -0.2669 -0.0109 -0.628
```
Forces are in eV/Å.

F_max = 0.01886 hartree/bohr
energy above the lowest of the compared OMol25 structures with the same formula, charge and spin = 16.5 kJ/mol
HOMO level = -4.367 eV
net charge = -1
E_tot = -704.6293 Ha
multiplicity = 1
LUMO energy = 0.14124 Ha